<A>
Density functional theory data (ωB97M-V with the def2-TZVPD basis set) for a 2-piece molecular cluster, C4H12 overall.

The geometry in ORCA input format:
```
! wB97M-V def2-TZVPD RIJCOSX def2/J DEFGRID3
* xyz -1 2
C 1.427 1.075 0.284
C 1.735 1.744 1.640
H 0.463 1.395 -0.130
H 2.169 1.105 -0.512
H 1.198 0.022 0.486
H 0.961 2.468 1.916
H 1.663 1.019 2.447
H 2.679 2.273 1.497
C -2.192 -1.441 -0.643
C -0.833 -1.330 -1.327
H -2.976 -1.717 -1.351
H -2.165 -2.181 0.181
H -2.573 -0.643 0.004
H -0.041 -1.380 -0.586
H -0.767 -0.337 -1.787
H -0.750 -2.071 -2.120
*
```

Calculated values
E_LUMO (alpha / beta)	0.1596 / 0.1684	Eh
expectation value of S²	0.750
Kohn-Sham gap (alpha / beta)	2.79 / 12.13	eV

Atom charges from the Mulliken analysis, given in e for atoms 1 to 5: -1.830 -1.576 0.477 0.497 0.214

---

<B>
Density functional theory data (ωB97M-V with the def2-TZVPD basis set) for a 2-piece molecular cluster, C4H12 overall.

The geometry in ORCA input format:
```
! wB97M-V def2-TZVPD RIJCOSX def2/J DEFGRID3
* xyz -1 2
C 0.326 -1.827 0.113
C -1.011 -1.994 -0.609
H 0.211 -1.626 1.164
H 0.848 -2.788 0.047
H 0.953 -1.041 -0.277
H -1.586 -2.860 -0.277
H -0.817 -2.160 -1.669
H -1.654 -1.159 -0.372
C 1.014 1.563 0.244
C -0.326 2.314 0.270
H 1.181 0.998 -0.677
H 1.802 2.314 0.179
H 1.127 0.848 1.050
H -1.052 1.848 -0.398
H -0.256 3.350 -0.056
H -0.760 2.220 1.267
*
```

Calculated values
E_LUMO (alpha / beta)	0.1609 / 0.1664	Eh
expectation value of S²	0.750
Kohn-Sham gap (alpha / beta)	2.77 / 12.14	eV

Atom charges from the Mulliken analysis, given in e for atoms 1 to 5: -1.134 -3.049 0.561 0.606 0.012

---

<C>
Density functional theory data (ωB97M-V with the def2-TZVPD basis set) for a 2-piece molecular cluster, C4H12 overall.

The geometry in ORCA input format:
```
! wB97M-V def2-TZVPD RIJCOSX def2/J DEFGRID3
* xyz -1 2
C -0.729 1.892 0.060
C -0.585 3.142 0.879
H -1.807 1.691 0.244
H -0.698 2.178 -1.034
H -0.073 1.110 0.003
H -1.480 3.840 0.884
H -0.468 2.686 1.942
H 0.412 3.648 0.734
C 0.023 -2.524 -0.909
C 1.258 -2.574 0.010
H -0.800 -3.246 -0.825
H -0.141 -1.346 -0.803
H 0.419 -2.683 -1.873
H 1.034 -2.058 0.909
H 1.573 -3.544 0.098
H 2.232 -1.890 -0.520
*
```

Calculated values
E_LUMO (alpha / beta)	0.1521 / 0.1575	Eh
expectation value of S²	0.750
Kohn-Sham gap (alpha / beta)	2.71 / 11.67	eV

Atom charges from the Mulliken analysis, given in e for atoms 1 to 5: -1.484 -1.077 0.553 0.401 -0.129

---

Short version: <B> is the most stable of them.

---

<A>
Density functional theory data (ωB97M-V with the def2-TZVPD basis set) for a 2-piece molecular cluster, C5H11NOS overall.

The geometry in ORCA input format:
```
! wB97M-V def2-TZVPD RIJCOSX def2/J DEFGRID3
* xyz 0 1
C -0.522 0.803 -0.692
C -1.237 -1.484 -0.329
C -1.193 2.613 0.771
C 2.664 -0.395 1.215
C -0.591 -0.491 -1.287
N -1.474 1.403 -0.137
O -2.714 1.217 -0.478
S 2.468 1.087 0.195
H -0.412 -1.779 0.318
H -1.639 -2.374 -0.877
H -2.096 -0.963 0.184
H -0.135 2.433 1.074
H -1.355 3.373 0.115
H -1.854 2.771 1.576
H 2.504 -0.177 2.301
H 3.753 -0.661 1.064
H 2.019 -1.190 0.830
H -1.348 -0.391 -2.052
H 0.297 -0.818 -1.825
*
```

Calculated values
E_LUMO (alpha / beta)	-0.0911 / -0.0909	Eh
Kohn-Sham gap (alpha / beta)	6.02 / 6.04	eV

Atom charges from the Mulliken analysis, given in e for atoms 1 to 5: -0.042 -0.866 -0.764 -0.609 -0.405

---

<B>
Density functional theory data (ωB97M-V with the def2-TZVPD basis set) for one molecule with the formula C5H11NOS.

The geometry in ORCA input format:
```
! wB97M-V def2-TZVPD RIJCOSX def2/J DEFGRID3
* xyz 0 1
C 1.574 -0.795 -0.007
C 2.873 -0.326 0.626
C -2.342 1.222 -0.005
C -1.692 -0.183 0.058
C -0.507 -0.466 -1.179
N 0.745 -0.047 -0.646
O -1.123 -0.362 1.364
S -0.952 -2.208 -1.760
H 1.299 -1.862 -0.058
H 3.732 -0.605 -0.102
H 2.922 0.660 0.708
H 3.127 -0.805 1.610
H -3.374 1.185 0.388
H -2.264 1.574 -1.063
H -1.534 1.726 0.567
H -2.417 -1.047 -0.039
H -0.628 0.242 -2.080
H -0.374 0.184 1.322
H -1.069 -2.834 -0.509
*
```

Calculated values
E_LUMO	0.0292	Eh
Kohn-Sham gap	9.91	eV
SMILES string	C/C=N/[C@@H](S)[C@H](C)O

Atom charges from the Mulliken analysis, given in e for atoms 1 to 5: 0.321 -1.158 -1.068 -0.138 -0.043

---

<C>
Density functional theory data (ωB97M-V with the def2-TZVPD basis set) for C5H11NOS as an isolated structure.

The geometry in ORCA input format:
```
! wB97M-V def2-TZVPD RIJCOSX def2/J DEFGRID3
* xyz 0 1
O -1.101 -0.024 2.556
C 0.211 0.124 2.419
N 1.197 0.312 1.344
C 0.515 -0.127 -0.170
C -0.898 0.778 -0.536
C 0.441 1.396 -0.558
S 0.195 -0.563 -3.347
C -0.077 -1.618 0.029
H 0.616 0.263 3.396
H 0.243 1.079 1.596
H 1.343 -0.461 -0.855
H -1.501 0.752 -1.451
H -1.554 1.205 0.325
H 0.834 2.092 0.108
H 1.109 1.521 -1.429
H -1.061 -0.717 -3.815
H -0.540 -2.091 -0.865
H 0.662 -2.345 0.303
H -0.635 -1.577 0.947
*
```

Calculated values
E_LUMO	-0.0609	Eh
Kohn-Sham gap	5.33	eV

Atom charges from the Mulliken analysis, given in e for atoms 1 to 5: -0.509 -0.088 -0.480 0.259 -0.160

---

<D>
Density functional theory data (ωB97M-V with the def2-TZVPD basis set) for one molecule with the formula C5H11NOS.

The geometry in ORCA input format:
```
! wB97M-V def2-TZVPD RIJCOSX def2/J DEFGRID3
* xyz 0 1
C 1.327 -1.493 -1.341
C -1.474 -0.098 -0.756
C -1.115 -0.664 0.617
C -0.182 0.222 -0.052
C 1.108 -0.107 -0.749
N 0.314 1.700 2.233
O -1.511 2.472 0.605
S -0.156 2.008 0.550
H 1.739 -2.162 -0.681
H 0.444 -1.855 -1.911
H -1.421 -0.670 -1.672
H -2.230 0.662 -0.829
H -1.486 -0.278 1.561
H -1.067 -1.758 0.727
H 1.136 0.670 -1.450
H 2.261 -1.551 -2.182
H 1.851 0.055 -0.022
H -0.425 2.003 2.947
H 0.887 0.844 2.406
*
```

Calculated values
E_LUMO	0.0296	Eh
Kohn-Sham gap	9.77	eV

Atom charges from the Mulliken analysis, given in e for atoms 1 to 5: -1.125 -0.922 -0.588 0.661 -0.639

---

Short version: <B> is the most stable of them.

---

<A>
Density functional theory data (ωB97M-V with the def2-TZVPD basis set) for a 2-piece molecular cluster, C5H11NOS overall.

The geometry in ORCA input format:
```
! wB97M-V def2-TZVPD RIJCOSX def2/J DEFGRID3
* xyz 0 1
O -2.297 0.340 -2.166
C -1.112 0.245 -2.314
C -0.092 0.191 -1.186
C -0.823 -0.334 0.063
C -0.671 0.422 1.292
S 0.887 0.716 1.986
C 1.690 -0.929 2.010
N 1.040 -0.601 -1.741
H -0.640 0.375 -3.308
H 0.350 1.178 -1.017
H -1.889 -0.425 -0.137
H -0.397 -1.331 0.323
H -1.513 0.511 1.973
H -0.933 -2.150 -1.861
H 1.422 -1.547 1.159
H 2.775 -0.839 1.924
H 1.520 -1.393 2.978
H 0.370 -1.347 -2.160
H 1.472 -1.195 -1.036
*
```

Calculated values
E_LUMO	-0.1071	Eh
Kohn-Sham gap	4.00	eV

Atom charges from the Mulliken analysis, given in e for atoms 1 to 5: -0.441 -0.125 -0.463 -0.736 -0.220

---

<B>
Density functional theory data (ωB97M-V with the def2-TZVPD basis set) for one molecule with the formula C5H11NOS.

The geometry in ORCA input format:
```
! wB97M-V def2-TZVPD RIJCOSX def2/J DEFGRID3
* xyz 0 1
C -1.421 -0.631 0.504
N -0.916 -1.776 -0.206
C -1.172 -3.061 0.221
O -1.897 -3.283 1.171
C -0.242 0.379 0.724
C 0.352 1.127 -0.640
C 1.854 1.469 -0.223
S 2.623 2.549 -1.377
H -2.137 -0.031 -0.197
H -2.059 -0.809 1.467
H -0.464 -1.584 -1.090
H -0.832 -3.886 -0.265
H 0.516 -0.122 1.239
H -0.682 1.104 1.394
H 0.314 0.435 -1.564
H -0.305 2.085 -0.751
H 1.808 1.687 0.832
H 2.385 0.580 -0.368
H 2.272 3.769 -0.870
*
```

Calculated values
E_LUMO	0.0282	Eh
Kohn-Sham gap	9.89	eV
SMILES string	O=CNCCCCS

Atom charges from the Mulliken analysis, given in e for atoms 1 to 5: -0.574 -0.037 -0.111 -0.558 -0.904

---

<C>
Density functional theory data (ωB97M-V with the def2-TZVPD basis set) for one molecule with the formula C5H11NOS.

The geometry in ORCA input format:
```
! wB97M-V def2-TZVPD RIJCOSX def2/J DEFGRID3
* xyz 0 1
O -2.665 -0.776 2.115
S 1.663 -0.422 -1.900
C -2.856 0.283 1.529
N -2.022 0.854 0.659
C 1.450 -2.198 -1.478
C 1.717 0.347 -0.152
C -0.850 0.057 0.143
C 0.391 0.963 0.196
H -3.872 0.656 1.464
H -2.332 1.714 0.142
H 0.462 -2.441 -0.930
H 2.424 -2.380 -0.987
H 1.480 -2.761 -2.384
H 2.565 1.129 -0.118
H 2.073 -0.400 0.595
H -0.615 -0.818 0.866
H -1.195 -0.169 -0.816
H 0.545 1.372 1.137
H 0.300 1.644 -0.647
*
```

Calculated values
E_LUMO	0.0290	Eh
Kohn-Sham gap	9.53	eV
SMILES string	CSCCCNC=O

Atom charges from the Mulliken analysis, given in e for atoms 1 to 5: -0.560 -0.121 -0.022 -0.138 -0.751

---

Short version: <C> is the most stable of them.

---

<A>
Density functional theory data (ωB97M-V with the def2-TZVPD basis set) for one molecule with the formula C5H11NOS.

The geometry in ORCA input format:
```
! wB97M-V def2-TZVPD RIJCOSX def2/J DEFGRID3
* xyz 0 1
C -0.146 1.212 -0.536
C 0.494 1.215 0.811
S 1.896 2.364 1.056
C -0.516 -0.205 -0.974
N -1.417 -0.821 -0.103
C -1.620 -2.264 -0.241
C -0.489 -3.039 0.443
O -0.072 -0.732 -1.959
H 0.417 1.654 -1.355
H -1.097 1.764 -0.593
H 0.852 0.217 1.084
H -0.175 1.433 1.639
H 1.421 3.382 0.370
H -1.880 -0.214 0.529
H -1.558 -2.571 -1.284
H -2.619 -2.401 0.163
H 0.452 -2.749 -0.022
H -0.404 -2.827 1.508
H -0.664 -4.103 0.288
*
```

Calculated values
E_LUMO	0.0276	Eh
Kohn-Sham gap	9.91	eV
SMILES string	CCNC(=O)CCS

Atom charges from the Mulliken analysis, given in e for atoms 1 to 5: -0.740 -0.481 -0.238 0.395 -0.149

---

<B>
Density functional theory data (ωB97M-V with the def2-TZVPD basis set) for a 3-piece molecular cluster, C5H11NOS overall.

The geometry in ORCA input format:
```
! wB97M-V def2-TZVPD RIJCOSX def2/J DEFGRID3
* xyz 0 1
C 0.130 4.265 0.131
C -1.012 1.009 0.333
C 0.440 -0.814 0.543
C -0.705 -0.372 -1.712
C -0.062 0.260 -0.438
N 0.084 3.027 -0.066
O -2.129 1.130 0.595
S 1.471 -4.490 1.598
H 0.670 4.814 -0.559
H -0.385 4.885 0.827
H 0.655 -0.482 1.602
H 1.464 -1.045 0.253
H -0.132 -1.840 0.514
H 0.217 -0.951 -2.210
H -1.336 0.286 -2.352
H -1.416 -1.191 -1.267
H 0.677 0.987 -0.869
H 0.970 -5.026 0.590
H 0.399 -4.453 2.488
*
```

Calculated values
E_LUMO (alpha / beta)	0.0079 / 0.0212	Eh
Kohn-Sham gap (alpha / beta)	6.78 / 8.55	eV

Atom charges from the Mulliken analysis, given in e for atoms 1 to 5: -0.438 0.009 -1.255 -1.170 0.946

---

Short version: <A> is the most stable of them.

---

<A>
Density functional theory data (ωB97M-V with the def2-TZVPD basis set) for one molecule with the formula C4H9NO2S.

The geometry in ORCA input format:
```
! wB97M-V def2-TZVPD RIJCOSX def2/J DEFGRID3
* xyz 0 1
C -1.349 0.174 -1.264
C -1.110 0.488 1.207
C -0.341 0.531 -0.152
C 0.762 -0.567 -0.166
N 1.632 -0.295 0.918
O 1.315 -0.787 1.965
O 2.557 0.498 0.851
S 1.730 -0.463 -1.798
H -1.831 -0.782 -0.763
H -0.746 -0.048 -2.205
H -2.141 1.053 -1.329
H -2.098 0.966 0.918
H -1.114 -0.650 1.539
H -0.549 0.979 1.890
H 0.132 1.538 -0.279
H 0.293 -1.691 -0.188
H 2.859 -0.946 -1.142
*
```

Calculated values
E_LUMO	-0.0013	Eh
Kohn-Sham gap	9.65	eV
SMILES string	CC(C)[C@@H](S)[N+](=O)[O-]

Atom charges from the Mulliken analysis, given in e for atoms 1 to 5: -1.004 -1.268 -0.096 -0.083 0.834

---

<B>
Density functional theory data (ωB97M-V with the def2-TZVPD basis set) for one molecule with the formula C4H9NO2S.

The geometry in ORCA input format:
```
! wB97M-V def2-TZVPD RIJCOSX def2/J DEFGRID3
* xyz 0 1
C -1.668 -0.465 -0.191
C -0.658 -0.453 0.965
C 0.863 -0.342 0.657
C 1.217 1.064 0.069
H -0.664 0.556 -1.638
H -1.312 1.520 -0.657
H -2.602 -0.292 0.512
H -1.630 -1.495 -0.600
H -1.044 0.460 1.579
H -0.757 -1.384 1.603
H 1.605 -0.391 1.453
H 2.727 -1.630 0.050
H 1.388 0.310 -1.689
N -1.551 0.628 -1.155
O 1.360 1.242 -1.251
O 1.219 2.093 0.768
S 1.507 -1.422 -0.475
*
```

Calculated values
E_LUMO	0.0071	Eh
Kohn-Sham gap	9.88	eV
SMILES string	NCC[C@@H](S)C(=O)O

Atom charges from the Mulliken analysis, given in e for atoms 1 to 5: -0.458 -0.753 0.291 0.225 0.362

---

<C>
Density functional theory data (ωB97M-V with the def2-TZVPD basis set) for a 2-piece molecular cluster, C4H9NO2S overall.

The geometry in ORCA input format:
```
! wB97M-V def2-TZVPD RIJCOSX def2/J DEFGRID3
* xyz 0 1
C 0.751 -1.539 -1.128
C -0.506 -1.107 -1.085
C 2.008 -0.794 -1.027
C -1.755 -0.899 -1.036
N -0.901 1.331 2.668
O 1.150 2.186 1.474
O -0.860 1.571 0.174
S 0.172 1.140 1.395
H 0.804 -2.504 -1.586
H 2.780 -1.513 -0.585
H 2.423 -0.452 -2.051
H 1.818 0.003 -0.399
H -2.269 -0.274 -1.736
H -0.484 1.344 -0.679
H -2.390 -1.310 -0.085
H -1.309 2.296 2.724
H -1.431 0.522 2.960
*
```

Calculated values
E_LUMO	0.0227	Eh
Kohn-Sham gap	9.86	eV

Atom charges from the Mulliken analysis, given in e for atoms 1 to 5: 0.032 -0.216 -0.703 -0.545 -0.510

---

<D>
Density functional theory data (ωB97M-V with the def2-TZVPD basis set) for one molecule with the formula C4H9NO2S.

The geometry in ORCA input format:
```
! wB97M-V def2-TZVPD RIJCOSX def2/J DEFGRID3
* xyz 0 1
C -0.626 -2.785 0.284
C 0.376 -0.738 -1.234
C 1.112 0.944 0.357
C -0.047 1.878 0.823
H -0.888 -3.924 0.220
H 0.305 -2.669 1.001
H -1.409 -2.218 0.732
H 1.479 1.428 -0.648
H 1.896 0.855 1.141
H -0.555 1.484 1.690
H 0.341 2.831 1.197
H -0.446 2.469 -1.009
H -1.344 1.094 -0.622
N -0.992 2.049 -0.271
O 0.558 0.002 -2.138
O 0.549 -0.350 0.005
S -0.309 -2.350 -1.529
*
```

Calculated values
E_LUMO	0.0230	Eh
Kohn-Sham gap	10.07	eV
SMILES string	CSC(=O)OCCN

Atom charges from the Mulliken analysis, given in e for atoms 1 to 5: -0.747 0.581 -0.366 -0.621 0.287

---

Short version: <D> is the most stable of them.